1.
C12H28F3N2O4Ti | ωB97M-V/def2-TZVPD

Computed properties:
spin multiplicity: 4
energy: -55333.273 eV
⟨S²⟩: 3.752
HOMO (spin up / spin down): -3.296 / -7.907 eV
energy above the lowest of the compared OMol25 structures with the same formula, charge and spin: 0.0 kcal/mol
Kohn-Sham gap (spin up / spin down): 3.85 / 8.37 eV

XYZ file:
```
50
Properties=species:S:1:pos:R:3:forces:R:3
Ti -0.843275 -0.183268 0.080672 -0.2834 0.1781 0.2138
C -0.306234 -3.068185 -0.681335 -0.9171 0.1901 1.3879
O 0.826873 -2.188020 -0.446806 0.2090 1.4287 -0.7266
O -1.367698 -2.505825 -0.128572 0.1655 0.7526 -0.4573
C -0.462714 -3.355465 -2.211843 1.1083 -0.8695 0.7026
F -1.664419 -3.775655 -2.573729 -0.2521 0.3141 0.0455
F -0.113904 -2.302663 -2.973720 -0.3708 0.2026 -0.2531
F 0.398119 -4.370905 -2.550555 -0.0910 0.2565 -0.1545
C 2.093634 -2.451981 -1.010742 0.1966 -0.7960 -0.6482
C 3.030750 -1.310060 -0.740389 1.1500 0.0330 1.1792
H 2.631342 -0.318633 -0.950681 -0.2514 -0.1380 -0.1946
H 3.370650 -1.301519 0.303942 -0.3959 0.0706 0.0618
H 3.989010 -1.425974 -1.254600 -0.2660 -0.0811 -0.4347
H 2.113416 -2.614396 -2.096763 -0.6712 0.2130 -0.0015
H 2.438630 -3.426714 -0.636243 0.3203 0.2559 0.3151
H -0.005245 -3.979377 -0.135657 -0.0639 -0.5915 -0.6427
C 0.007278 1.183561 -4.159585 1.2052 0.8147 -0.2410
C 0.086113 0.865804 -2.662684 -0.5858 0.5125 -0.6052
C 0.705501 1.979199 -1.831067 -0.2877 -0.2825 -0.0927
O 0.804029 1.569639 -0.456755 -0.0874 0.3187 -0.8962
C 1.263084 2.665996 0.290573 0.5958 0.6672 0.8136
N -1.289367 0.681776 -2.155076 0.1193 -0.9076 0.2211
H -0.454233 2.157349 -4.349190 -0.4722 -0.1894 0.1649
H -0.484199 0.397702 -4.728191 -0.2269 -0.0156 0.1762
H 0.992084 1.317426 -4.626920 0.1031 -0.2986 0.2422
H 0.662976 -0.053362 -2.545136 -0.1638 -0.1036 0.2738
H 0.041861 2.849867 -1.902698 -0.0164 0.1131 0.1227
H 1.689161 2.296463 -2.184612 0.1226 -0.2102 -0.0922
H 2.180619 3.108959 -0.120944 0.0649 -0.3685 -0.1833
H 1.479738 2.334881 1.301699 -0.0940 -0.0901 -0.0253
H 0.565142 3.510979 0.355031 -0.4164 -0.3627 -0.1575
H -1.779685 1.564655 -2.065436 0.2442 0.1285 0.1516
H -1.832070 0.159258 -2.836936 0.0794 -0.3005 0.1566
C -3.043751 1.131659 4.082827 0.1078 1.0418 1.0024
C -2.017217 1.224980 2.961706 -1.2334 -0.8003 -1.1001
C -0.685195 0.603530 3.362632 0.0648 0.6285 0.1597
O 0.249129 0.542671 2.292158 -0.7585 -0.4195 -0.3675
C 1.419885 -0.152296 2.670145 0.3537 0.0223 0.3403
N -2.594809 0.540656 1.774904 0.7885 -1.1535 -0.4176
H -2.717666 1.722098 4.950524 0.0827 -0.3759 0.1019
H -3.285762 0.115487 4.395105 0.3909 -0.1224 -0.0441
H -4.007539 1.585791 3.841805 0.1492 0.0360 -0.5127
H -1.854618 2.251876 2.630879 0.0702 0.0873 0.2369
H -0.811602 -0.393970 3.794271 -0.1308 -0.0604 -0.0143
H -0.272677 1.277731 4.123194 0.0613 -0.2291 0.2644
H 1.170634 -1.095211 3.166365 0.0169 -0.0491 -0.1314
H 2.022255 0.448862 3.364171 -0.0888 0.0179 0.0213
H 2.017938 -0.349892 1.784420 -0.1809 0.0022 -0.0986
H -3.469383 0.937641 1.455921 0.2629 0.5986 0.0002
H -2.886611 -0.403135 2.033916 0.2730 -0.0689 0.1372
```
Forces are in eV/Å.

Mulliken atomic charge list, values in e, 4 entries: Ti -0.03; C 0.10; O 0.07; O -0.89

***

2.
C5H14O2 | ωB97M-V/def2-TZVPD

Computed properties:
spin multiplicity: 2
net charge: -1
energy: -9503.952 eV
⟨S²⟩: 0.750
HOMO (spin up / spin down): 0.767 / -5.697 eV
energy above the lowest of the compared OMol25 structures with the same formula, charge and spin: 44.0 kcal/mol
Kohn-Sham gap (spin up / spin down): 2.63 / 9.07 eV

XYZ file:
```
21
Properties=species:S:1:pos:R:3:forces:R:3
C -0.172068 2.454089 2.576746 0.4319 0.6232 0.9742
C 0.425505 2.219495 1.200521 -2.1298 2.4139 -0.9267
C 0.182625 0.916545 0.496137 1.2783 0.9894 -2.3397
C -0.867277 0.179516 0.797039 0.8742 -2.3108 -2.3021
C -1.255577 -1.099812 0.057212 3.5761 0.9947 -0.7626
H -1.151004 2.015192 2.751838 -0.2387 0.2046 -0.4371
H 0.446239 1.931462 3.280866 0.4615 0.0809 0.9475
H -0.232121 3.580693 2.805329 0.2240 -1.7371 -0.1693
H -0.243287 2.992461 0.704685 1.0145 -0.6820 -0.7236
H 1.419871 2.672623 1.133478 0.0462 -0.6211 0.0113
H 0.747577 0.807513 -0.541757 -0.8285 -0.3415 2.7817
H -1.579279 0.584785 1.401391 -1.6632 0.6611 2.4037
H -0.571401 -1.107961 -0.886002 -2.0790 -0.1445 0.8979
H -0.947504 -2.021622 0.510904 0.8881 -0.3595 0.9807
H -2.280085 -1.289935 0.083956 -1.9998 0.3468 -1.2091
H 3.162369 -1.389633 -0.693262 -1.2286 1.4322 -0.6735
H 2.192842 -0.728044 -1.769462 0.1972 -0.3229 0.0798
O 2.564225 -0.586986 -0.874099 1.1284 -1.2672 0.4176
H -0.178602 -4.701155 -4.252538 1.1705 -0.3322 0.1958
H -0.690142 -3.225147 -4.433571 -0.3628 -2.2452 0.3602
O -0.972905 -4.204073 -4.349412 -0.7604 2.6171 -0.5067
```
Forces are in eV/Å.

Mulliken atomic charge list, values in e, 4 entries: C -1.16; C -0.39; C -0.71; C 0.15

***

3.
C19H29BN2O2Sr | ωB97M-V/def2-TZVPD

Computed properties:
energy: -28757.609 eV
HOMO: -5.044 eV
energy above the lowest of the compared OMol25 structures with the same formula, charge and spin: 65.7 kcal/mol
Kohn-Sham gap: 4.05 eV

XYZ file:
```
54
Properties=species:S:1:pos:R:3:forces:R:3
C 3.639143 0.902168 -3.653852 0.2375 -0.0119 -0.0811
C 4.765959 -0.048611 -3.237991 -0.0252 0.1552 -0.1393
H 3.086317 0.505932 -4.509055 -0.0229 0.0057 0.0836
H 4.038576 1.878782 -3.949044 -0.0494 -0.1224 0.0240
H 2.933058 1.063606 -2.841902 -0.0605 0.0205 0.0404
H 4.368884 -0.960469 -2.793185 -0.0062 -0.0157 0.0401
H 5.379312 -0.338269 -4.096558 -0.0334 0.0404 0.0564
H 5.428471 0.419555 -2.506338 -0.0795 -0.0659 0.0126
C -2.764787 -1.033895 -0.558350 -1.5171 -0.6667 0.0095
C -4.085122 -1.453265 -0.581453 -0.7978 0.0682 -0.2073
C -4.436208 -2.634467 0.064380 0.0461 0.3184 -0.1796
C -3.458553 -3.370220 0.719390 0.2821 -0.9196 0.6109
H -2.405843 -0.133092 -1.031936 0.1230 0.2529 -0.0740
H -4.815251 -0.848083 -1.104387 -0.1054 -0.1333 0.0555
H -5.467354 -2.987938 0.061859 0.2795 0.1183 -0.0141
H -3.703819 -4.298320 1.232971 -0.2311 0.2363 -0.1953
N -1.908405 -1.776656 0.076063 -0.2220 -2.0256 1.2918
C -2.136933 -2.931826 0.731680 -2.6554 1.5784 -1.5059
C -1.049867 -3.624041 1.382907 2.4335 -1.8753 1.6655
N 0.208495 -3.144535 1.355398 -2.1676 1.9533 -1.6464
C 1.276746 -3.629731 1.876034 0.0993 -1.7141 1.0711
C -0.092629 -5.419995 2.680740 0.0474 0.1150 -0.0588
C 1.151299 -4.819556 2.576076 0.6320 -0.6741 0.5450
H 2.212977 -3.107419 1.754527 0.1150 0.1463 -0.0672
H 2.040754 -5.248226 3.025189 -0.1922 -0.1505 0.0506
C -1.193514 -4.814295 2.079228 -0.9406 -0.2803 -0.0279
H -2.180996 -5.260144 2.143690 0.2340 -0.1849 0.1592
H -0.222343 -6.355349 3.224680 0.0695 0.2575 -0.1438
Sr 0.227551 -1.098382 0.098370 0.7397 3.1030 -2.3934
C 2.441091 -0.984653 0.511045 1.8110 -0.5758 0.7509
H 2.780731 -1.890347 0.051633 0.8129 -0.5347 -0.1641
H 2.460428 -0.959332 1.577879 0.6894 0.0384 0.9283
H 2.701371 -0.088534 0.016587 0.6908 0.9746 -0.4546
C 0.066819 4.534737 -1.233699 0.1781 0.2111 0.1722
C 0.234616 3.316833 -0.325075 -1.1833 0.4246 -0.1464
C 1.125437 3.636426 0.840756 0.5539 0.4535 0.3578
O 0.791679 2.228489 -1.138755 0.2397 2.2236 1.7165
B -0.216289 1.359839 -1.166229 -0.6872 -4.2096 -2.6526
O -1.518327 1.846851 -0.973760 0.1445 1.4367 1.6949
C -1.219449 2.747428 0.150975 0.9500 -0.1890 -0.9603
C -1.176555 1.919354 1.454205 0.1148 -0.0749 0.5157
C -2.280482 3.790346 0.314480 -0.4675 0.7287 0.5866
H 1.049758 4.862057 -1.602603 -0.2237 -0.2256 0.0736
H -0.355608 5.368016 -0.662826 0.0091 0.0110 -0.1196
H -0.573850 4.326697 -2.096006 0.0857 -0.0795 0.2001
H 2.090026 4.039648 0.491618 -0.3258 -0.1349 0.0669
H 0.653251 4.411498 1.475148 0.1734 -0.2978 -0.2293
H 1.347728 2.768945 1.465152 -0.0738 -0.0068 -0.1147
H -0.937477 2.573914 2.308691 -0.0772 -0.2152 -0.2169
H -2.162187 1.466985 1.666048 0.3034 0.2237 -0.2902
H -0.435742 1.091234 1.478662 -0.2340 0.6808 -0.1731
H -2.485590 4.382162 -0.576282 0.2090 -0.1326 -0.0583
H -3.232451 3.336193 0.621717 0.2328 -0.0381 -0.0724
H -1.984846 4.481956 1.131507 -0.1586 -0.2215 -0.3927
```
Forces are in eV/Å.

Mulliken atomic charge list, values in e, 4 entries: C -0.49; C -0.85; H 0.28; H 0.29

***

4.
C5H10N2O | ωB97M-V/def2-TZVPD

Computed properties:
energy: -10370.863 eV
HOMO: -8.112 eV
energy above the lowest of the compared OMol25 structures with the same formula, charge and spin: 102.4 kcal/mol
Kohn-Sham gap: 8.90 eV

XYZ file:
```
18
Properties=species:S:1:pos:R:3:forces:R:3
C -1.773556 -0.583915 0.831164 0.0201 -0.2710 -0.2361
C -0.971764 0.122823 -0.231448 0.0144 2.9860 1.7777
O 0.057224 -1.273768 -0.825267 2.2791 0.2652 0.7091
N -1.510636 0.863704 -1.157417 1.0456 -0.3804 0.7612
H 0.042719 -0.973565 -1.751235 0.4889 -0.0625 0.1154
H -2.468169 1.124838 -0.925246 -0.0823 -0.8018 -0.4877
H -2.464450 0.119563 1.299837 0.1270 0.0013 0.0668
H -1.134074 -1.049968 1.581700 -0.0548 0.0556 0.0661
H -2.362134 -1.373405 0.355574 0.0186 0.0718 0.0964
N 0.996223 1.814018 -0.520435 0.3219 0.2723 0.6711
C 0.613952 0.705842 0.334227 -2.4185 0.0871 -1.7798
C 2.349390 -1.251796 0.281232 -0.1517 0.1425 -0.0820
C 1.289453 -0.526318 0.016894 -1.5645 -2.4282 -1.6789
H 0.687080 2.680484 -0.087911 0.0836 -0.1307 -0.1082
H 0.478197 1.763115 -1.403093 -0.1242 -0.1209 0.3523
H 0.564406 0.916522 1.403058 0.1357 0.2348 -0.1739
H 2.437562 -2.284826 -0.028513 0.0227 0.1453 -0.1202
H 3.168576 -0.793347 0.826879 -0.1616 -0.0664 0.0506
```
Forces are in eV/Å.

Mulliken atomic charge list, values in e, 4 entries: C -1.36; C 0.92; O -0.57; N -0.86